[1]
This record from the Open Molecules 2025 dataset describes one molecule with the formula C16H19N3O3S. The level of theory is wB97M-V/def2-TZVPD.

Geometry as XYZ:
```
42
Properties=species:S:1:pos:R:3
C 2.02376 -5.18445 4.11047
C 1.63039 -4.59825 2.76372
O 0.85366 -3.44246 3.00917
C 0.35403 -2.74630 1.95555
C -0.41814 -1.62682 2.27297
C -0.98345 -0.84829 1.28724
C -0.78490 -1.17333 -0.05225
N -1.33544 -0.43289 -1.10889
C -1.98343 0.75004 -1.06279
O -2.26211 1.37693 -0.06449
C -2.35580 1.27927 -2.45958
C -2.82847 2.71641 -2.39708
C -1.79106 3.68121 -1.85862
O -2.10195 4.78282 -1.47148
N -0.47359 3.27531 -1.82316
C 0.47475 4.14072 -1.12321
C 1.40097 3.28074 -0.27342
C 2.13309 2.31478 -1.20199
N 1.25631 1.69748 -2.15677
C 0.09971 2.13953 -2.37008
S -0.87668 1.22245 -3.53701
C -0.01251 -2.28254 -0.37311
C 0.55398 -3.06573 0.61597
H 2.59557 -4.45632 4.67890
H 1.13296 -5.44245 4.67632
H 2.62558 -6.07681 3.96405
H 2.52852 -4.33403 2.18792
H 1.04648 -5.33014 2.18822
H -0.56508 -1.38652 3.31372
H -1.57767 0.01104 1.54821
H -1.10785 -0.78679 -2.03112
H -3.10649 0.63226 -2.91961
H -3.69685 2.80599 -1.73983
H -3.12197 3.06136 -3.39229
H -0.10804 4.83713 -0.51818
H 1.04970 4.71018 -1.86215
H 2.10428 3.90897 0.27133
H 0.80247 2.71678 0.44530
H 2.60509 1.50132 -0.64396
H 2.92016 2.82814 -1.76534
H 0.15257 -2.53812 -1.41024
H 1.14746 -3.91862 0.32761
```

For the largest force on an atom, the calculation gives 0.0149 hartree/bohr. As for the SMILES: CCOc1ccc(NC(=O)[C@H]2CC(=O)N3CCCN=C3S2)cc1. As for the molecular weight: 333.413 g mol⁻¹. The energy above the lowest of the compared OMol25 structures with the same formula, charge and spin comes out at 1.002 eV. The value obtained for the total energy is -38349.27478 eV. The spin multiplicity is 1. Its HOMO-LUMO gap is 0.312 hartree.

Löwdin charges in e: number 1, C, carries -0.066; number 2, C, carries -0.267; number 3, O, carries -0.053; number 4, C, carries -0.275; number 5, C, carries 0.008; number 6, C, carries -0.002; number 7, C, carries -0.221; number 8, N, carries 0.116; number 9, C, carries -0.498; number 10, O, carries 0.092; number 11, C, carries -0.453; number 12, C, carries -0.115; number 13, C, carries -0.432; number 14, O, carries 0.092; number 15, N, carries 0.004; number 16, C, carries -0.116; number 17, C, carries -0.148; number 18, C, carries -0.221; number 19, N, carries 0.047; number 20, C, carries -0.619; number 21, S, carries 1.025; number 22, C, carries -0.019; number 23, C, carries -0.019; number 24, H, carries 0.077; number 25, H, carries 0.077; number 26, H, carries 0.075; number 27, H, carries 0.125; number 28, H, carries 0.125; number 29, H, carries 0.120; number 30, H, carries 0.102; number 31, H, carries 0.108; number 32, H, carries 0.120; number 33, H, carries 0.135; number 34, H, carries 0.129; number 35, H, carries 0.124; number 36, H, carries 0.139; number 37, H, carries 0.114; number 38, H, carries 0.119; number 39, H, carries 0.114; number 40, H, carries 0.119; number 41, H, carries 0.115; number 42, H, carries 0.103

[2]
This record from the Open Molecules 2025 dataset describes C2H10N4O as an isolated structure in a non-equilibrium geometry. The level of theory is wB97M-V/def2-TZVPD.

Geometry as XYZ:
```
17
Properties=species:S:1:pos:R:3
C 0.51675 1.96381 -0.08085
N 0.94968 0.65779 -0.58751
H 1.82625 0.70031 -1.09749
H 0.09182 -0.11542 -1.26272
H 1.16786 2.31346 0.72098
H -0.49880 1.87749 0.30099
H 0.50183 2.68201 -0.90108
N -0.73240 -1.07772 -0.91016
C 1.05051 -0.55209 0.35445
N -1.87509 -1.05455 -0.05047
N 0.40502 -0.33428 1.56965
O 2.00433 -1.29014 0.18501
H -0.73562 -1.66636 -1.74186
H -2.00776 -1.96404 0.38670
H -2.71932 -0.85111 -0.57970
H 0.65786 -1.06256 2.22356
H -0.60292 -0.22659 1.47049
```

For the largest force on an atom, the calculation gives 0.0618 hartree/bohr. As for the molecular weight: 106.129 g mol⁻¹. The energy above the lowest of the compared OMol25 structures with the same formula, charge and spin comes out at 3.655 eV. The value obtained for the total energy is -10241.47156 eV. The spin multiplicity is 1. Its HOMO-LUMO gap is 0.336 hartree.

Löwdin charges in e: number 1, C, carries -0.082; number 2, N, carries -0.073; number 3, H, carries 0.132; number 4, H, carries 0.127; number 5, H, carries 0.083; number 6, H, carries 0.077; number 7, H, carries 0.083; number 8, N, carries -0.185; number 9, C, carries -0.579; number 10, N, carries -0.096; number 11, N, carries 0.136; number 12, O, carries 0.038; number 13, H, carries 0.049; number 14, H, carries 0.068; number 15, H, carries 0.058; number 16, H, carries 0.102; number 17, H, carries 0.062

[3]
This record from the Open Molecules 2025 dataset describes C14H17MgO5 as an isolated structure in a non-equilibrium geometry. The level of theory is wB97M-V/def2-TZVPD.

Geometry as XYZ:
```
37
Properties=species:S:1:pos:R:3
Mg -0.10760 -0.22640 0.28110
O -0.42320 3.26060 0.84800
C 0.16190 2.19430 0.75150
O 0.25580 1.47960 -0.28820
C 0.97370 1.70150 1.99540
C 2.19340 0.90240 1.54620
C 3.10240 0.61430 2.76430
C 2.38280 -0.59120 3.39690
C 1.10340 -0.60570 2.55240
O 1.62810 -0.36100 1.26330
C 0.27140 0.64420 2.87620
C -1.23480 0.38060 2.60690
O -2.01040 0.57540 3.53160
O -1.51300 -0.09970 1.47520
H 1.24140 2.58800 2.57680
H 2.70240 1.30150 0.66500
H 3.13930 1.47240 3.43320
H 4.12070 0.36990 2.46010
H 2.18860 -0.48170 4.46140
H 2.93400 -1.51770 3.22980
H 0.53590 -1.53630 2.55520
H 0.34500 0.90910 3.93760
C -0.00060 -5.40980 -1.52680
C 0.00170 -4.74120 -0.14670
C -1.24730 -5.15120 0.64440
C 1.26970 -5.13100 0.62530
C -0.02800 -3.28410 -0.31250
C -0.09000 -2.09160 -0.49250
H 0.00200 -6.49780 -1.43890
H 0.87870 -5.10260 -2.09100
H -0.88550 -5.10540 -2.08290
H -1.30500 -6.23460 0.75750
H -2.14010 -4.79930 0.13150
H -1.23030 -4.69490 1.63290
H 1.34400 -6.21410 0.73270
H 1.25760 -4.68370 1.61840
H 2.15280 -4.76850 0.10170
```

For the largest force on an atom, the calculation gives 0.0474 hartree/bohr. As for the molecular weight: 289.590 g mol⁻¹. The energy above the lowest of the compared OMol25 structures with the same formula, charge and spin comes out at 0.858 eV. The value obtained for the total energy is -30479.86679 eV. As for the net charge: -1. The spin multiplicity is 1. Its HOMO-LUMO gap is 0.316 hartree.

Löwdin charges in e: number 1, Mg, carries 0.547; number 2, O, carries 0.055; number 3, C, carries -0.635; number 4, O, carries -0.060; number 5, C, carries -0.103; number 6, C, carries -0.252; number 7, C, carries -0.086; number 8, C, carries -0.092; number 9, C, carries -0.268; number 10, O, carries -0.109; number 11, C, carries -0.102; number 12, C, carries -0.625; number 13, O, carries 0.037; number 14, O, carries -0.044; number 15, H, carries 0.154; number 16, H, carries 0.170; number 17, H, carries 0.113; number 18, H, carries 0.109; number 19, H, carries 0.115; number 20, H, carries 0.114; number 21, H, carries 0.169; number 22, H, carries 0.154; number 23, C, carries -0.068; number 24, C, carries -0.648; number 25, C, carries -0.063; number 26, C, carries -0.066; number 27, C, carries -0.194; number 28, C, carries -0.021; number 29, H, carries 0.073; number 30, H, carries 0.080; number 31, H, carries 0.081; number 32, H, carries 0.074; number 33, H, carries 0.083; number 34, H, carries 0.081; number 35, H, carries 0.073; number 36, H, carries 0.075; number 37, H, carries 0.080

[4]
This record from the Open Molecules 2025 dataset describes one molecule with the formula C7H12 in a non-equilibrium geometry. The level of theory is wB97M-V/def2-TZVPD.

Geometry as XYZ:
```
19
Properties=species:S:1:pos:R:3
C 0.77123 0.31038 -2.31750
C 0.09717 -0.20986 -1.28029
C -1.17770 -0.98621 -1.56661
C 0.51754 0.18213 0.10934
C 1.80056 0.25049 0.51397
C -0.65804 0.24372 1.06027
C -0.34629 0.49663 2.52232
H 1.78619 0.66389 -2.22733
H 0.25252 0.18496 -3.25564
H -0.91497 -2.03613 -1.43924
H -2.08108 -0.71889 -1.02470
H -1.41464 -0.72146 -2.59417
H 2.04013 -0.22147 1.45874
H 2.56572 0.60325 -0.16537
H -1.16852 -0.71430 0.92946
H -1.36902 0.97276 0.65764
H 0.11654 1.46864 2.62309
H 0.42272 -0.19526 2.86466
H -1.24008 0.42674 3.13135
```

For the largest force on an atom, the calculation gives 0.0538 hartree/bohr. As for the SMILES: C=C(C)C(=C)CC. As for the molecular weight: 96.173 g mol⁻¹. The energy above the lowest of the compared OMol25 structures with the same formula, charge and spin comes out at 2.128 eV. The value obtained for the total energy is -7451.30367 eV. The spin multiplicity is 1. Its HOMO-LUMO gap is 0.332 hartree.

Löwdin charges in e: number 1, C, carries 0.051; number 2, C, carries -0.312; number 3, C, carries -0.062; number 4, C, carries -0.278; number 5, C, carries 0.053; number 6, C, carries -0.237; number 7, C, carries -0.105; number 8, H, carries 0.058; number 9, H, carries 0.053; number 10, H, carries 0.092; number 11, H, carries 0.069; number 12, H, carries 0.069; number 13, H, carries 0.060; number 14, H, carries 0.054; number 15, H, carries 0.100; number 16, H, carries 0.126; number 17, H, carries 0.073; number 18, H, carries 0.065; number 19, H, carries 0.070

Among the records above, which one has the highest molecular weight? C16H19N3O3S

Look up the largest force on an atom of the third one. 0.0474 hartree/bohr

Number 1 is which compound? C16H19N3O3S